No. 1
Formula: C3H8OSi
Source: the Open Molecules 2025 dataset
Level of theory: ωB97M-V/def2-TZVPD

Structure (ORCA input):
```
! wB97M-V def2-TZVPD RIJCOSX def2/J DEFGRID3
* xyz 0 3
C 0.033 0.074 -0.135
C -0.742 1.339 -0.127
C -0.959 -1.260 -0.020
O 1.047 -0.099 -1.171
Si 1.836 -0.119 0.321
H -1.441 1.292 0.646
H -1.107 1.488 -1.250
H -0.155 2.142 0.105
H -0.163 -2.009 0.097
H -1.682 -1.507 -0.758
H -1.426 -0.951 0.820
H 2.576 1.052 0.668
H 2.183 -1.441 0.805
*
```

Properties
Energy above the lowest of the compared OMol25 structures with the same formula, charge and spin ... 179.3 kJ/mol
Expectation value of S² ... 2.005
HOMO energy (spin up / spin down) ... -4.533 / -10.862 eV
DFT total energy ... -13159.526 eV
Maximum force ... 7.70 eV Å⁻¹

Partial atomic charges computed with the Löwdin method, in multiples of e:
1 C -0.514
2 C -0.044
3 C 0.011
4 O -0.207
5 Si 0.511
6 H 0.065
7 H 0.165
8 H 0.040
9 H 0.063
10 H 0.073
11 H 0.021
12 H -0.101
13 H -0.083

---

No. 2
Formula: C29H36AlBrClF32NO6P
Source: the Open Molecules 2025 dataset
Level of theory: ωB97M-V/def2-TZVPD

Structure (ORCA input):
```
! wB97M-V def2-TZVPD RIJCOSX def2/J DEFGRID3
* xyz -1 1
C -2.894 0.160 1.971
C -3.332 -0.389 0.459
P -2.356 0.634 -0.877
C -0.542 0.766 -0.181
C 0.352 1.789 -1.157
Al -2.337 -0.707 -2.771
Cl -1.024 0.330 -4.342
C -4.166 -1.012 -3.646
C -5.269 0.175 -3.397
O -6.576 -0.202 -3.474
Br -4.894 2.107 -3.045
C -1.551 -2.536 -2.217
C -1.369 -3.595 -3.462
O -1.674 -3.027 -4.789
C 0.177 -4.183 -3.373
N 1.220 -3.252 -3.970
H -1.909 -0.362 2.375
H -2.608 1.315 1.876
H -3.776 0.008 2.755
H -3.106 -1.529 0.318
H -4.467 -0.200 0.215
H -0.531 1.217 0.924
H -0.003 -0.298 -0.151
H 1.107 1.175 -1.838
H -0.417 2.424 -1.783
H 0.957 2.555 -0.498
H -4.021 -1.096 -4.827
H -4.598 -2.044 -3.303
H -0.481 -2.300 -1.758
H -2.251 -2.952 -1.356
H -2.090 -4.526 -3.272
H -1.077 -3.561 -5.422
H 0.410 -4.345 -2.215
H 0.263 -5.261 -3.873
H 1.048 -2.299 -3.579
H 1.066 -3.300 -5.002
C -1.156 4.473 6.759
C -2.460 3.672 6.878
C -2.276 2.170 7.065
F -1.639 1.596 6.019
F -3.483 1.548 7.160
F -3.253 3.946 5.807
F -3.134 4.157 7.970
O -0.732 4.791 5.431
C 0.018 3.774 4.770
C -0.693 3.225 3.526
F -1.902 2.692 3.832
F 0.031 2.231 2.946
F 0.343 2.808 5.661
F 1.192 4.357 4.408
H -1.350 5.450 7.221
H -0.343 4.047 7.360
H -1.718 1.948 7.977
H -0.851 4.014 2.786
C 4.624 1.218 3.760
C 4.340 2.558 3.066
C 3.377 2.478 1.887
F 3.846 1.692 0.892
F 3.188 3.709 1.339
F 5.519 3.134 2.706
F 3.793 3.392 4.007
O 5.828 0.551 3.371
C 5.726 -0.257 2.200
C 6.611 0.245 1.052
F 6.291 1.512 0.689
F 6.457 -0.525 -0.058
F 4.423 -0.375 1.850
F 6.125 -1.503 2.576
H 4.775 1.446 4.823
H 3.758 0.545 3.748
H 2.399 2.101 2.197
H 7.666 0.233 1.338
C -1.244 -5.595 5.067
C -1.504 -4.396 5.991
C -2.481 -3.362 5.442
F -2.040 -2.797 4.295
F -2.646 -2.343 6.327
F -0.316 -3.827 6.328
F -2.021 -4.892 7.160
O -0.061 -5.527 4.266
C -0.194 -4.812 3.040
C 0.691 -3.560 2.983
F 0.398 -2.692 3.982
F 0.507 -2.883 1.818
F -1.502 -4.544 2.818
F 0.179 -5.682 2.062
H -1.077 -6.460 5.722
H -2.126 -5.869 4.475
H -3.464 -3.802 5.258
H 1.749 -3.824 3.066
C 1.335 0.636 -7.904
C 1.637 2.012 -7.294
C 0.411 2.875 -7.018
F -0.277 3.165 -8.145
F 0.779 4.070 -6.480
F 2.536 2.662 -8.081
F 2.281 1.793 -6.103
O 1.472 0.534 -9.324
C 0.332 0.943 -10.078
C 0.614 2.161 -10.967
F 1.014 3.233 -10.239
F -0.505 2.546 -11.638
F -0.714 1.132 -9.239
F 0.000 -0.125 -10.853
H 2.096 -0.051 -7.511
H 0.385 0.218 -7.551
H -0.266 2.389 -6.312
H 1.396 1.939 -11.698
*
```

Properties
HOMO energy ... -4.291 eV
DFT total energy ... -229841.030 eV
Maximum force ... 8.64 eV Å⁻¹

Löwdin population analysis, charges in e, atoms 1 to 99:
1 C -0.206
2 C -0.470
3 P 0.734
4 C -0.484
5 C -0.203
6 Al -0.224
7 Cl 0.111
8 C -0.244
9 C -0.682
10 O -0.177
11 Br 0.575
12 C -0.237
13 C -0.394
14 O -0.153
15 C -0.259
16 N -0.032
17 H 0.072
18 H 0.048
19 H 0.075
20 H 0.047
21 H 0.072
22 H 0.040
23 H 0.067
24 H 0.075
25 H 0.053
26 H 0.050
27 H 0.093
28 H 0.080
29 H 0.057
30 H 0.063
31 H 0.136
32 H 0.105
33 H 0.117
34 H 0.114
35 H 0.061
36 H 0.054
37 C -0.057
38 C -0.430
39 C -0.292
40 F 0.087
41 F 0.090
42 F 0.128
43 F 0.096
44 O 0.034
45 C -0.473
46 C -0.255
47 F 0.083
48 F 0.072
49 F 0.119
50 F 0.133
51 H 0.150
52 H 0.145
53 H 0.173
54 H 0.183
55 C -0.053
56 C -0.425
57 C -0.293
58 F 0.086
59 F 0.089
60 F 0.122
61 F 0.094
62 O 0.028
63 C -0.479
64 C -0.267
65 F 0.091
66 F 0.095
67 F 0.126
68 F 0.132
69 H 0.149
70 H 0.148
71 H 0.160
72 H 0.173
73 C -0.057
74 C -0.430
75 C -0.290
76 F 0.083
77 F 0.089
78 F 0.122
79 F 0.096
80 O 0.029
81 C -0.476
82 C -0.266
83 F 0.084
84 F 0.095
85 F 0.124
86 F 0.138
87 H 0.149
88 H 0.147
89 H 0.175
90 H 0.175
91 C -0.052
92 C -0.428
93 C -0.293
94 F 0.078
95 F 0.086
96 F 0.114
97 F 0.100
98 O 0.026
99 C -0.481

---

No. 3
Formula: C37H43BN8SSbY
Source: the Open Molecules 2025 dataset
Level of theory: ωB97M-V/def2-TZVPD

Structure (ORCA input):
```
! wB97M-V def2-TZVPD RIJCOSX def2/J DEFGRID3
* xyz 2 1
Y 0.156 -1.342 -0.767
C 2.443 -0.495 3.275
C 2.885 -1.145 1.994
C 2.130 -2.142 1.388
C 2.577 -2.793 0.236
C 3.790 -2.439 -0.332
C 4.546 -1.433 0.256
C 4.096 -0.797 1.406
H 3.129 -0.747 4.092
H 1.444 -0.829 3.568
H 2.441 0.595 3.182
H 1.252 -2.515 1.907
H 2.051 -3.673 -0.117
H 4.170 -2.979 -1.195
H 5.509 -1.162 -0.168
H 4.714 -0.030 1.874
B -1.997 -2.862 -2.437
N -2.652 -1.507 -2.005
C -3.873 -1.025 -2.239
C -3.927 0.298 -1.795
C -2.662 0.551 -1.296
N -1.887 -0.541 -1.416
N -1.753 -3.751 -1.171
C -2.233 -4.951 -0.850
C -1.647 -5.374 0.345
C -0.791 -4.346 0.689
N -0.845 -3.360 -0.230
H -2.717 -3.439 -3.215
H -0.876 -2.586 -2.883
H -4.629 -1.645 -2.715
H -4.766 0.980 -1.850
H -2.259 1.464 -0.880
H -2.956 -5.439 -1.494
H -1.812 -6.306 0.873
H -0.139 -4.267 1.553
S 0.807 0.986 0.285
Sb -0.669 1.685 1.943
C -1.840 3.172 1.076
C -1.260 3.996 0.105
C -1.992 5.061 -0.407
C -3.286 5.300 0.049
C -3.858 4.477 1.014
C -3.136 3.408 1.540
C -1.970 0.282 2.728
C -3.102 -0.058 1.981
C -4.094 -0.829 2.580
C -3.958 -1.241 3.904
C -2.820 -0.913 4.636
C -1.819 -0.147 4.054
C 0.512 2.602 3.376
C 1.639 3.281 2.920
C 2.413 3.982 3.837
C 2.063 3.995 5.186
C 0.931 3.323 5.630
C 0.140 2.622 4.724
H -0.254 3.809 -0.255
H -1.551 5.709 -1.160
H -3.851 6.140 -0.346
H -4.868 4.669 1.364
H -3.588 2.778 2.299
H -3.226 0.268 0.956
H -4.984 -1.092 2.013
H -4.748 -1.818 4.373
H -2.716 -1.245 5.665
H -0.932 0.097 4.629
H 1.922 3.262 1.876
H 3.289 4.523 3.497
H 2.677 4.542 5.895
H 0.658 3.346 6.681
H -0.756 2.123 5.075
C 2.522 0.032 -2.596
N 3.207 0.429 -3.805
C 2.253 1.136 -4.681
N 1.113 0.274 -5.025
C 0.427 -0.123 -3.816
N 1.337 -0.884 -2.868
C 1.872 -2.071 -3.633
N 2.564 -1.672 -4.840
C 3.684 -0.782 -4.496
C 1.620 -0.932 -5.703
H 2.150 0.914 -2.091
H 3.203 -0.489 -1.943
H 2.761 1.441 -5.594
H 1.887 2.026 -4.167
H -0.406 -0.772 -4.061
H 0.056 0.752 -3.293
H 1.028 -2.702 -3.887
H 2.546 -2.617 -2.980
H 4.204 -0.492 -5.405
H 4.380 -1.314 -3.849
H 0.782 -1.579 -5.956
H 2.127 -0.639 -6.618
*
```

Properties
Energy above the lowest of the compared OMol25 structures with the same formula, charge and spin ... 75.3 kJ/mol
HOMO energy ... -13.609 eV
DFT total energy ... -70070.322 eV
Maximum force ... 0.75 eV Å⁻¹

Partial atomic charges computed with the Löwdin method, in multiples of e:
1 Y 1.367
2 C -0.031
3 C -0.299
4 C -0.142
5 C -0.159
6 C -0.096
7 C -0.047
8 C -0.013
9 H 0.105
10 H 0.074
11 H 0.064
12 H 0.099
13 H 0.106
14 H 0.116
15 H 0.125
16 H 0.135
17 B -0.385
18 N -0.072
19 C -0.029
20 C -0.019
21 C -0.160
22 N -0.111
23 N -0.087
24 C -0.037
25 C -0.022
26 C -0.129
27 N -0.114
28 H 0.097
29 H 0.054
30 H 0.144
31 H 0.116
32 H 0.088
33 H 0.142
34 H 0.116
35 H 0.110
36 S 0.153
37 Sb 1.376
38 C -0.384
39 C -0.132
40 C -0.056
41 C -0.049
42 C -0.055
43 C -0.107
44 C -0.363
45 C -0.126
46 C -0.048
47 C -0.044
48 C -0.052
49 C -0.121
50 C -0.380
51 C -0.142
52 C -0.053
53 C -0.046
54 C -0.052
55 C -0.107
56 H 0.085
57 H 0.117
58 H 0.120
59 H 0.118
60 H 0.103
61 H 0.068
62 H 0.119
63 H 0.120
64 H 0.121
65 H 0.088
66 H 0.083
67 H 0.118
68 H 0.120
69 H 0.120
70 H 0.090
71 C -0.194
72 N -0.073
73 C -0.135
74 N -0.076
75 C -0.174
76 N -0.184
77 C -0.165
78 N -0.073
79 C -0.136
80 C -0.130
81 H 0.070
82 H 0.097
83 H 0.136
84 H 0.133
85 H 0.113
86 H 0.122
87 H 0.112
88 H 0.113
89 H 0.135
90 H 0.130
91 H 0.135
92 H 0.135

---

No. 4
Formula: C24H19O4PPd
Source: the Open Molecules 2025 dataset
Level of theory: ωB97M-V/def2-TZVPD

Structure (ORCA input):
```
! wB97M-V def2-TZVPD RIJCOSX def2/J DEFGRID3
* xyz 2 3
Pd 0.495 1.535 -2.433
C 0.846 2.569 -0.723
O 1.316 3.457 -0.141
C 0.483 3.459 -3.138
O 0.513 4.634 -3.007
C -1.346 0.974 -2.732
O -2.467 0.899 -3.016
C 2.329 0.734 -2.652
O 3.453 0.446 -2.734
C 0.664 0.665 -4.576
H 1.569 0.062 -4.623
H -0.245 0.067 -4.649
C 0.681 1.963 -4.942
H -0.227 2.476 -5.241
H 1.592 2.439 -5.288
C -2.417 1.495 3.928
C -2.385 2.309 2.793
C -1.584 1.966 1.699
C -0.860 0.760 1.716
C -0.901 -0.066 2.857
C -1.713 0.292 3.938
P -0.091 0.130 0.200
C 1.561 -0.294 0.850
C 2.302 -1.163 0.033
C 3.549 -1.604 0.462
C 4.024 -1.236 1.727
C 3.308 -0.340 2.531
C 2.094 0.174 2.065
C -1.056 -1.483 0.082
C -0.593 -2.742 0.505
C -1.479 -3.827 0.550
C -2.804 -3.682 0.151
C -3.274 -2.434 -0.240
C -2.406 -1.338 -0.267
H -3.019 1.796 4.791
H -3.013 3.200 2.778
H -1.528 2.584 0.792
H -0.327 -0.996 2.900
H -1.808 -0.375 4.800
H 1.851 -1.525 -0.903
H 4.133 -2.255 -0.189
H 4.953 -1.674 2.087
H 3.674 -0.082 3.528
H 1.508 0.839 2.709
H 0.430 -2.856 0.854
H -1.160 -4.792 0.944
H -3.509 -4.524 0.190
H -4.325 -2.292 -0.478
H -2.789 -0.344 -0.489
*
```

Properties
Expectation value of S² ... 2.023
HOMO energy (spin up / spin down) ... -14.744 / -14.694 eV
DFT total energy ... -46134.145 eV
Maximum force ... 8.46 eV Å⁻¹

Partial atomic charges computed with the Löwdin method, in multiples of e:
1 Pd 0.600
2 C -0.176
3 O 0.190
4 C -0.080
5 O 0.194
6 C -0.141
7 O 0.182
8 C -0.087
9 O 0.191
10 C -0.149
11 H 0.078
12 H 0.085
13 C -0.066
14 H 0.104
15 H 0.114
16 C -0.040
17 C -0.050
18 C -0.086
19 C -0.385
20 C -0.082
21 C -0.037
22 P 1.149
23 C -0.372
24 C -0.143
25 C -0.046
26 C -0.023
27 C -0.026
28 C -0.057
29 C -0.318
30 C -0.064
31 C -0.040
32 C -0.040
33 C -0.044
34 C -0.102
35 H 0.127
36 H 0.120
37 H 0.095
38 H 0.120
39 H 0.126
40 H 0.109
41 H 0.124
42 H 0.126
43 H 0.128
44 H 0.117
45 H 0.106
46 H 0.124
47 H 0.131
48 H 0.122
49 H 0.096

---

No. 5
Formula: C6H16N8O10Pb
Source: the Open Molecules 2025 dataset
Level of theory: ωB97M-V/def2-TZVPD

Structure (ORCA input):
```
! wB97M-V def2-TZVPD RIJCOSX def2/J DEFGRID3
* xyz -2 1
Pb -0.080 -0.312 1.238
C -3.205 -0.593 3.414
O -2.841 -1.564 2.743
O -2.888 0.529 3.078
O -3.830 -0.879 4.531
C 2.693 -1.656 3.985
O 1.500 -1.737 4.269
O 3.584 -2.323 4.545
O 2.917 -0.876 3.084
C -3.523 1.641 -1.597
O -2.649 0.903 -1.224
N -3.913 1.637 -2.839
N -4.156 2.447 -0.849
H -4.776 2.146 -2.967
H -3.409 1.156 -3.571
H -3.924 2.301 0.123
H -4.885 2.964 -1.321
C -0.218 -4.440 -1.517
O -0.033 -3.421 -0.905
N 0.562 -4.770 -2.508
N -1.269 -5.128 -1.441
H 1.496 -4.439 -2.310
H 0.475 -5.576 -3.110
H -1.490 -5.819 -2.143
H -2.007 -4.839 -0.814
C 1.382 4.347 2.385
O 1.090 3.278 1.827
N 2.579 4.668 2.833
N 0.507 5.256 2.650
H 3.306 3.980 2.698
H 2.646 5.574 3.273
H -0.431 4.900 2.534
H 0.838 5.941 3.314
C 2.613 -0.434 -2.675
O 1.699 0.120 -2.058
N 3.407 -1.240 -2.138
N 2.893 -0.266 -3.911
H 3.347 -1.401 -1.142
H 4.143 -1.677 -2.673
H 2.199 0.293 -4.387
H 3.653 -0.690 -4.425
*
```

Properties
Energy above the lowest of the compared OMol25 structures with the same formula, charge and spin ... 881.9 kJ/mol
HOMO energy ... 1.314 eV
DFT total energy ... -44119.640 eV
Maximum force ... 8.02 eV Å⁻¹

Partial atomic charges computed with the Löwdin method, in multiples of e:
1 Pb 1.250
2 C -1.134
3 O -0.142
4 O -0.134
5 O -0.187
6 C -1.213
7 O -0.089
8 O -0.140
9 O -0.153
10 C -0.841
11 O 0.033
12 N 0.149
13 N 0.186
14 H 0.091
15 H 0.117
16 H 0.145
17 H 0.109
18 C -0.840
19 O 0.040
20 N 0.147
21 N 0.180
22 H 0.110
23 H 0.097
24 H 0.111
25 H 0.140
26 C -0.773
27 O -0.009
28 N 0.155
29 N 0.151
30 H 0.127
31 H 0.095
32 H 0.131
33 H 0.100
34 C -0.835
35 O 0.003
36 N 0.183
37 N 0.155
38 H 0.144
39 H 0.114
40 H 0.119
41 H 0.109

---

No. 6
Formula: C23H43ErN2OP3S
Source: the Open Molecules 2025 dataset
Level of theory: ωB97M-V/def2-TZVPD

Structure (ORCA input):
```
! wB97M-V def2-TZVPD RIJCOSX def2/J DEFGRID3
* xyz 3 4
Er 0.377 0.415 -1.252
P -1.626 2.211 -0.710
P -1.692 -1.455 0.518
P 2.450 2.228 -1.842
H -0.534 -5.234 -1.383
C 0.253 -4.560 -1.743
C 1.390 -4.276 -1.102
H 1.612 -4.533 -0.058
C -2.911 2.370 -1.991
C -2.593 2.231 0.847
C -0.902 3.894 -0.605
C -1.641 -3.211 1.076
C -1.967 -0.836 2.244
C -3.410 -1.402 -0.147
C 4.189 1.622 -2.011
C 2.742 3.436 -0.441
C 2.368 3.362 -3.291
H 0.128 -4.231 -2.782
H 2.109 -3.638 -1.620
H -3.563 3.233 -1.804
H -3.515 1.454 -2.026
H -2.424 2.491 -2.965
H -3.101 3.190 1.010
H -1.909 2.079 1.692
H -3.344 1.436 0.870
H -1.686 4.642 -0.426
H -0.365 4.141 -1.528
H -0.189 3.945 0.228
H -2.668 -3.564 1.256
H -1.082 -3.268 2.022
H -1.150 -3.857 0.338
H -2.760 -1.422 2.737
H -2.248 0.218 2.252
H -1.034 -0.949 2.809
H -4.036 -2.182 0.309
H -3.351 -1.586 -1.229
H -3.867 -0.418 0.012
H 4.602 1.784 -3.015
H 4.142 0.540 -1.803
H 4.838 2.099 -1.266
H 3.402 4.271 -0.739
H 3.195 2.882 0.402
H 1.770 3.840 -0.116
H 3.366 3.550 -3.721
H 1.887 4.304 -3.009
H 1.749 2.867 -4.051
C 0.674 -1.506 -4.883
C 0.264 -0.639 -5.913
C 0.863 -0.721 -7.170
C 1.868 -1.678 -7.410
C 2.143 -2.657 -6.441
C 1.533 -2.575 -5.180
S 0.212 -1.240 -3.135
H -0.298 0.170 -3.180
H -0.461 0.137 -5.691
H 0.564 -0.044 -7.970
H 2.415 -1.694 -8.351
H 2.840 -3.472 -6.642
H 1.788 -3.283 -4.400
N 1.836 -0.787 5.765
C 1.711 0.340 4.998
O 1.793 1.464 5.484
C 1.528 0.128 3.528
C 1.640 -1.118 2.870
C 1.505 -1.152 1.489
N 1.281 -0.020 0.754
C 1.067 1.159 1.419
C 1.287 1.277 2.773
H 1.911 -0.643 6.763
H 1.610 -1.716 5.440
H 1.801 -2.050 3.423
H 1.607 -2.079 0.921
H 0.800 2.060 0.836
H 1.239 2.266 3.250
*
```

Properties
Energy above the lowest of the compared OMol25 structures with the same formula, charge and spin ... 13.3 kJ/mol
Expectation value of S² ... 3.753
HOMO energy (spin up / spin down) ... -17.036 / -17.035 eV
DFT total energy ... -95873.985 eV
Maximum force ... 2.98 eV Å⁻¹

Partial atomic charges computed with the Löwdin method, in multiples of e:
1 Er 0.804
2 P 0.720
3 P 0.790
4 P 0.759
5 H 0.073
6 C -0.077
7 C -0.076
8 H 0.066
9 C -0.237
10 C -0.236
11 C -0.247
12 C -0.249
13 C -0.251
14 C -0.263
15 C -0.231
16 C -0.247
17 C -0.245
18 H 0.034
19 H 0.042
20 H 0.080
21 H 0.055
22 H 0.052
23 H 0.085
24 H 0.041
25 H 0.037
26 H 0.082
27 H 0.049
28 H 0.032
29 H 0.068
30 H 0.054
31 H 0.007
32 H 0.081
33 H 0.004
34 H 0.027
35 H 0.063
36 H 0.044
37 H 0.028
38 H 0.065
39 H 0.039
40 H 0.066
41 H 0.086
42 H 0.057
43 H 0.007
44 H 0.072
45 H 0.054
46 H 0.039
47 C -0.508
48 C -0.094
49 C -0.034
50 C -0.019
51 C -0.025
52 C -0.092
53 S 0.777
54 H -0.077
55 H 0.105
56 H 0.129
57 H 0.128
58 H 0.131
59 H 0.101
60 N 0.201
61 C -0.460
62 O 0.105
63 C -0.068
64 C 0.042
65 C -0.095
66 N -0.138
67 C -0.167
68 C 0.049
69 H 0.139
70 H 0.102
71 H 0.137
72 H 0.116
73 H 0.058
74 H 0.155

---

The lowest maximum force belongs to which entry? C37H43BN8SSbY

---

Which formula does entry 3 have? C37H43BN8SSbY